DFT (ωB97M-V with the def2-TZVPD basis set) results for one molecule with the formula C3H2F2N2.

```
9
Properties=species:S:1:pos:R:3:forces:R:3
C 0.603369 -0.375072 -0.065203 1.62 0.32 0.04
C 0.045250 0.828103 0.052136 -0.46 1.35 0.22
C 2.089877 -0.095416 -0.050655 0.82 -1.89 1.90
N 1.055031 1.822979 0.174574 -0.94 -0.57 -0.09
N 2.180338 1.347125 0.145074 0.13 -0.54 0.00
F 2.759843 -0.820206 1.055094 -1.11 1.46 -1.88
F 2.749397 -0.498362 -1.132700 0.31 -0.05 -0.18
H 0.197904 -1.360397 -0.151286 -0.23 -0.13 -0.06
H -0.981543 1.134242 0.063186 -0.14 0.06 0.05
```
Positions in Å, forces in eV/Å.

Its net charge is 0. The calculation puts the HOMO-LUMO gap (alpha / beta) at 9.35 / 7.61 eV. The multiplicity is 3. As for the energy relative to the best compared isomer or geometry (same formula, charge and spin): 0.000 eV.

The natural (NBO) scheme yields these atomic charges, measured in e: number 1, C, carries -0.32; number 2, C, carries -0.06; number 3, C, carries 0.74; number 4, N, carries -0.04; number 5, N, carries -0.12; number 6, F, carries -0.37; number 7, F, carries -0.30; number 8, H, carries 0.25; number 9, H, carries 0.23